1.
DFT (ωB97M-V/def2-TZVPD) results for 3 unconnected molecules or ions with the total composition C34H34BO6P.

Structure (XYZ):
```
76
Properties=species:S:1:pos:R:3:forces:R:3
C 0.470 1.981 -0.814 0.139 0.040 0.107
C 0.442 2.707 -2.156 0.147 -0.031 0.037
C 1.557 3.765 -2.333 -0.103 0.004 -0.090
C 1.053 5.182 -2.605 0.108 0.049 -0.032
P -0.132 5.919 -1.280 -0.083 -0.252 0.104
B -1.412 6.685 0.076 0.128 0.019 -0.105
O -0.965 7.556 1.046 -0.464 -0.169 0.212
O -2.759 6.502 0.035 -0.035 -0.032 0.093
C -3.349 5.432 -0.701 -0.004 0.063 -0.150
C -4.746 5.198 -0.175 -0.029 0.064 -0.003
H 1.489 1.659 -0.584 -0.026 -0.085 -0.045
H -0.157 1.089 -0.824 -0.030 0.023 0.019
H 0.150 2.626 0.008 -0.046 0.003 -0.029
H 0.552 1.950 -2.935 -0.121 0.057 -0.067
H -0.535 3.177 -2.304 -0.029 -0.079 -0.050
H 2.176 3.469 -3.185 0.123 0.000 0.091
H 2.225 3.760 -1.466 -0.092 0.013 0.065
H 1.902 5.873 -2.666 0.020 -0.031 -0.053
H 0.548 5.217 -3.577 -0.090 0.006 0.051
H 0.141 4.764 -0.438 0.088 0.107 0.025
H 0.762 7.013 -1.051 0.029 -0.012 0.041
H -1.145 6.076 -2.317 -0.004 0.030 -0.001
H -0.124 7.323 1.437 0.367 0.184 -0.234
H -3.378 5.683 -1.765 -0.010 0.030 0.014
H -2.745 4.524 -0.597 0.012 0.013 0.032
H -4.725 5.011 0.899 0.023 -0.053 -0.013
H -5.201 4.344 -0.678 -0.005 0.001 0.013
H -5.367 6.077 -0.350 0.004 -0.010 -0.001
C 0.552 -5.863 -1.376 0.010 -0.002 -0.009
C 0.134 -4.726 -0.692 0.005 0.008 0.002
C 0.651 -3.488 -1.033 -0.046 -0.003 0.078
C 1.598 -3.380 -2.045 -0.004 0.032 -0.010
C 2.023 -4.523 -2.723 0.029 -0.012 -0.008
C 1.491 -5.763 -2.389 -0.012 -0.012 0.022
C 3.054 -4.444 -3.798 -0.017 0.037 0.020
O 3.416 -5.432 -4.398 0.006 -0.009 -0.003
C 3.629 -3.100 -4.104 -0.007 -0.023 -0.001
C 4.620 -2.999 -5.073 0.012 0.019 -0.019
C 5.163 -1.763 -5.380 -0.002 -0.015 -0.001
C 4.716 -0.621 -4.725 -0.010 0.005 0.008
C 3.730 -0.715 -3.758 0.019 0.011 -0.016
C 3.186 -1.955 -3.441 -0.014 0.005 0.019
C 2.137 -2.032 -2.384 -0.008 -0.039 -0.030
O 1.740 -1.035 -1.819 0.013 0.044 0.047
H 0.145 -6.831 -1.112 0.001 0.002 0.003
H -0.587 -4.806 0.111 0.009 -0.001 0.008
H 0.335 -2.591 -0.517 0.002 0.017 -0.035
H 1.831 -6.635 -2.930 0.008 0.006 -0.002
H 4.951 -3.899 -5.572 -0.010 -0.004 0.003
H 5.937 -1.687 -6.133 -0.003 0.003 -0.001
H 5.139 0.345 -4.970 0.003 -0.002 0.000
H 3.368 0.160 -3.235 -0.003 -0.007 0.007
C -3.825 -4.836 5.899 0.009 -0.006 -0.012
C -4.255 -3.710 6.593 0.002 0.016 0.003
C -3.705 -2.470 6.314 -0.022 -0.019 0.007
C -2.718 -2.351 5.344 -0.004 0.027 -0.009
C -2.280 -3.482 4.655 0.031 -0.011 0.000
C -2.841 -4.724 4.933 -0.013 -0.014 0.021
C -1.207 -3.391 3.623 -0.030 0.045 0.007
O -0.846 -4.368 3.001 -0.010 -0.008 -0.022
C -0.601 -2.051 3.378 0.003 -0.039 0.011
C 0.435 -1.944 2.458 0.044 0.009 -0.082
C 0.995 -0.708 2.184 0.020 -0.006 -0.018
C 0.526 0.428 2.835 -0.007 0.035 -0.002
C -0.496 0.327 3.764 0.006 -0.013 -0.025
C -1.062 -0.913 4.041 -0.016 0.008 0.010
C -2.155 -0.999 5.053 0.016 -0.032 -0.023
O -2.569 -0.011 5.619 0.003 0.006 0.013
H -4.260 -5.803 6.116 0.001 0.002 0.003
H -5.021 -3.801 7.352 -0.003 -0.002 -0.005
H -4.029 -1.580 6.837 0.004 0.005 -0.009
H -2.491 -5.586 4.383 0.010 0.006 0.000
H 0.789 -2.838 1.962 -0.024 -0.017 0.020
H 1.793 -0.628 1.458 -0.014 0.008 -0.013
H 0.962 1.393 2.614 -0.003 0.000 0.002
H -0.874 1.197 4.283 0.001 -0.008 0.011
```
Positions in Å, forces in eV/Å.

Output
LUMO: -1.06 eV
SMILES string: O=C1c2ccccc2C(=O)c2ccccc21.O=C1c2ccccc2C(=O)c2ccccc21.CCCC[PH3]B(O)OCC
ΔE to the lowest compared entry with this formula, charge and spin: 0.0 kJ/mol
Charge: 0

2.
DFT (ωB97M-V/def2-TZVPD) results for a single C4H5NO2 molecule.

Structure (XYZ):
```
12
Properties=species:S:1:pos:R:3:forces:R:3
O 2.693 -0.022 -0.914 -0.554 0.010 -0.064
C 1.498 -0.165 -0.953 0.356 0.074 0.036
C 0.597 0.002 0.254 0.082 0.140 0.050
C -0.582 0.984 0.064 0.140 0.196 -0.121
N -1.754 0.249 0.552 0.113 -0.429 0.004
C -1.370 -0.946 0.692 -0.286 0.189 0.037
O -0.069 -1.260 0.462 -0.008 -0.043 0.031
H 0.968 -0.439 -1.889 0.070 -0.015 0.066
H 1.211 0.230 1.130 -0.086 -0.060 -0.096
H -0.752 1.235 -0.992 0.081 -0.015 0.121
H -0.448 1.921 0.610 0.020 -0.168 -0.049
H -1.992 -1.787 0.982 0.071 0.121 -0.014
```
Positions in Å, forces in eV/Å.

Output
LUMO: 0.72 eV
SMILES string: O=C[C@H]1CN=CO1
ΔE to the lowest compared entry with this formula, charge and spin: 122.8 kJ/mol
Charge: 0

3.
DFT (ωB97M-V/def2-TZVPD) results for 2 unconnected molecules or ions with the total composition C7H14NO at a distorted geometry.

Structure (XYZ):
```
23
Properties=species:S:1:pos:R:3:forces:R:3
C -2.698 1.175 -0.543 -0.036 2.033 -0.734
C -2.489 -0.014 -0.101 0.901 -0.540 -0.451
C -0.089 -0.539 0.387 -3.486 0.734 0.116
C -2.908 -1.421 -0.016 0.083 0.931 -1.462
C 2.296 -0.700 0.910 0.803 0.463 1.883
C 1.542 0.001 -1.293 -3.318 -0.096 -3.815
C 1.356 1.563 0.627 4.325 -1.722 1.836
N 1.337 0.143 0.115 1.437 -0.335 2.562
O -0.126 -1.513 1.037 0.613 -0.052 -0.143
H -3.606 1.678 -0.965 0.046 -1.411 0.685
H -1.964 1.977 -0.630 0.444 -0.598 0.365
H -3.787 -1.549 -0.722 0.768 0.206 0.952
H -3.095 -1.753 0.984 -0.143 -0.275 0.439
H -2.063 -1.932 -0.477 -0.285 -0.598 0.203
H 3.349 -0.500 0.709 -0.226 0.262 -0.563
H 2.202 -0.558 2.032 -0.373 0.265 -1.449
H 2.078 -1.737 0.777 -0.056 -0.506 -0.523
H 0.633 0.614 -1.819 1.986 -1.593 1.173
H 2.412 0.443 -1.749 0.671 0.012 0.585
H 1.411 -1.104 -1.635 0.392 1.948 0.801
H 0.629 2.105 0.227 -3.080 2.165 -2.161
H 1.195 1.579 1.717 0.157 -0.385 -0.433
H 2.386 2.042 0.427 -1.624 -0.909 0.136
```
Positions in Å, forces in eV/Å.

Output
LUMO (alpha / beta): -4.76 / -4.75 eV
ΔE to the lowest compared entry with this formula, charge and spin: 589.8 kJ/mol
Charge: +1

4.
DFT (ωB97M-V/def2-TZVPD) results for 3 unconnected molecules or ions with the total composition C21H40N4O8S3 at a distorted geometry.

Structure (XYZ):
```
76
Properties=species:S:1:pos:R:3:forces:R:3
C -0.630 0.642 3.165 -0.165 -1.500 -0.210
N -0.907 1.727 2.144 1.743 0.052 0.827
C 0.364 2.317 1.562 -1.328 1.726 -0.277
C 0.678 1.786 0.024 -0.686 2.732 0.813
O 1.581 0.612 0.138 -4.177 -0.557 -0.599
S 0.429 -0.684 0.003 4.007 -7.915 -0.695
O 1.113 -1.591 -1.093 -3.188 4.318 2.594
O 0.372 -1.703 1.199 -1.220 5.474 -3.127
O -1.064 0.085 -0.449 3.166 0.064 0.612
C -0.585 1.382 -0.953 2.311 2.457 -1.186
C 0.070 1.262 -2.479 -0.157 0.785 -0.272
C -1.030 0.855 -3.626 0.407 -0.210 -0.763
C -1.471 -0.732 -3.624 1.157 -0.446 -0.357
S -3.317 -0.846 -4.049 0.077 -1.140 1.835
C -4.257 -1.790 -2.724 0.012 -0.566 0.800
S -5.959 -1.850 -2.883 3.182 0.289 0.377
N -3.445 -2.410 -1.607 -1.767 0.040 -1.970
C -4.273 -2.713 -0.376 -0.129 -0.539 1.516
C -3.347 -3.462 0.783 -0.383 0.008 0.506
O -2.551 -4.601 0.235 0.258 2.410 -0.407
C -1.655 -4.024 -0.796 -1.295 1.463 -0.508
C -2.648 -3.621 -2.079 1.196 -1.151 0.540
C -1.599 2.666 -1.042 -3.559 -1.130 1.036
C -3.271 2.040 -1.073 -0.350 2.897 2.182
C -3.969 1.821 0.492 -0.927 -1.234 -2.714
O -4.366 3.021 -0.568 3.262 -4.453 -3.175
H -0.915 0.915 4.267 0.633 -0.352 -2.072
H 0.510 0.309 3.095 -2.468 0.813 0.330
H -1.250 -0.326 2.847 1.312 2.026 0.903
H -1.558 2.461 2.500 1.026 -0.966 -0.429
H 1.297 2.207 2.279 -1.715 -0.138 -1.697
H 0.166 3.490 1.462 0.598 -2.518 0.086
H 1.101 2.759 -0.520 0.057 -2.572 0.994
H 0.431 2.369 -2.740 -0.789 -2.367 0.638
H 1.044 0.599 -2.511 -2.205 1.027 0.090
H -2.008 1.532 -3.620 2.215 -1.374 0.241
H -0.510 1.051 -4.678 -1.117 -0.304 2.266
H -1.175 -1.317 -2.652 -0.846 1.360 -1.767
H -0.916 -1.294 -4.520 -1.212 1.271 1.987
H -5.193 -3.428 -0.586 1.834 1.587 0.187
H -4.636 -1.684 0.105 0.638 -2.308 -1.234
H -4.045 -3.916 1.635 1.387 0.910 -2.113
H -2.649 -2.683 1.338 -1.126 -1.513 -1.375
H -0.771 -4.726 -1.105 -1.947 1.199 0.836
H -1.297 -2.978 -0.357 -0.203 -2.346 -1.081
H -3.351 -4.550 -2.307 1.336 1.925 0.463
H -1.984 -3.409 -3.027 -1.535 -0.097 1.871
H -1.488 3.326 -2.002 0.111 -1.555 1.823
H -1.653 3.329 -0.079 0.402 -1.411 -1.911
H -3.546 1.195 -1.961 0.463 2.419 2.692
H -4.242 0.719 0.114 -0.660 1.560 -0.219
H -5.056 2.007 0.827 1.934 -0.009 1.188
C 3.302 -3.050 3.336 0.400 -0.635 -0.346
O 3.818 -3.266 4.425 -0.193 -0.047 -0.815
N 3.531 -3.771 2.184 -0.308 0.812 1.076
C 2.878 -3.448 0.933 0.183 0.013 0.107
C 4.455 -4.886 2.224 0.042 0.066 0.361
H 2.584 -2.225 3.193 -0.009 -0.069 -0.151
H 2.295 -4.314 0.605 -0.064 0.162 -0.177
H 3.642 -3.215 0.185 -0.165 -0.016 -0.139
H 2.212 -2.589 1.046 0.320 -0.420 0.034
H 4.099 -5.617 2.956 0.211 -0.039 -0.094
H 5.438 -4.523 2.538 -0.021 -0.231 -0.017
H 4.533 -5.357 1.240 -0.098 0.177 0.155
C 2.515 4.726 1.231 0.750 0.409 -0.533
O 1.520 5.346 0.877 0.699 -0.325 -0.066
N 3.763 4.822 0.654 -1.347 -0.276 0.778
C 4.892 4.052 1.133 -0.018 0.114 -0.119
C 3.955 5.721 -0.465 -0.296 0.153 -0.024
H 2.482 4.015 2.073 0.176 0.070 -0.072
H 5.680 4.741 1.451 0.078 -0.215 0.033
H 5.260 3.421 0.320 0.139 -0.042 0.180
H 4.606 3.419 1.978 -0.023 0.131 -0.146
H 3.702 6.739 -0.152 0.050 -0.056 -0.221
H 3.284 5.426 -1.278 0.124 0.191 -0.027
H 4.991 5.689 -0.813 -0.198 -0.071 0.150
```
Positions in Å, forces in eV/Å.

Output
LUMO: -0.98 eV
SMILES string: CNC[C@H]1OS(=O)(=O)O[C@@]1(CCCSC(=S)N1CCOCC1)C[C@H]1CO1.CN(C)C=O.CN(C)C=O
Charge: 0